Formula: C8H6N2O2
Source: OMol25
Level of theory: the ωB97M-V functional and the def2-TZVPD basis

```
! RIJCOSX wB97M-V def2-TZVPD def2/J DEFGRID3
* xyz 0 1
O -2.961 1.182 -1.084
C -1.828 1.100 -0.650
N -0.957 2.137 -0.490
C 0.099 1.599 -0.138
N 1.236 2.398 0.228
O 2.661 1.907 0.114
C 0.038 0.108 0.032
C 0.985 -0.894 0.375
C 0.595 -2.172 0.434
C -0.693 -2.515 0.006
C -1.654 -1.526 -0.390
C -1.250 -0.188 -0.409
H 1.030 3.400 -0.093
H 3.258 2.324 0.804
H 1.990 -0.766 0.709
H 1.107 -2.877 1.075
H -0.956 -3.581 0.026
H -2.700 -1.635 -0.547
*
```

Calculated values
Kohn-Sham gap = 9.00 eV
HOMO energy = -0.3519 Ha
E_tot = -568.3383 Ha
SMILES = O=C1N=C(NO)c2ccccc21
relative energy (zero: lowest compared OMol25 entry of this formula, charge and spin) = 90.4 kcal per mole

Formula: C8H6N2S3
Source: OMol25
Level of theory: the ωB97M-V functional and the def2-TZVPD basis

```
! RIJCOSX wB97M-V def2-TZVPD def2/J DEFGRID3
* xyz 0 1
S -0.006 -4.338 -2.527
S 0.337 -2.226 2.595
S -0.275 -3.797 0.321
C -0.062 -3.260 -1.258
C -0.109 -2.237 1.017
C 0.041 3.051 0.437
C 0.516 2.402 -0.721
C -0.436 2.277 1.456
C 0.518 0.985 -0.847
C -0.587 0.858 1.286
C -0.019 0.182 0.140
N 0.061 -1.890 -1.326
N -0.032 -1.247 -0.016
H 0.115 4.124 0.563
H 0.725 3.077 -1.594
H -1.029 2.766 2.235
H 0.849 0.484 -1.735
H -1.358 0.323 1.961
H 0.750 -1.532 -1.988
*
```

Calculated values
Kohn-Sham gap = 8.04 eV
HOMO energy = -0.3179 Ha
E_tot = -1612.4516 Ha
relative energy (zero: lowest compared OMol25 entry of this formula, charge and spin) = 17.9 kcal per mole

Formula: C8H6NOS
Source: OMol25
Level of theory: the ωB97M-V functional and the def2-TZVPD basis

```
! RIJCOSX wB97M-V def2-TZVPD def2/J DEFGRID3
* xyz 1 1
C 4.240 -0.070 -0.263
C 1.217 -0.217 1.816
C 2.571 -0.231 1.675
C 0.368 0.119 0.748
C 3.120 -0.115 0.414
C 0.866 0.073 -0.607
C 2.265 -0.130 -0.755
C -1.117 0.128 -2.191
N 4.609 -0.133 -1.416
O 0.318 0.181 -1.861
S 3.123 -0.176 -2.339
H 0.819 -0.321 2.768
H 3.252 -0.269 2.536
H -0.724 0.195 0.894
H -1.556 0.725 -1.367
H -1.669 -0.830 -2.381
H -1.211 0.627 -3.090
*
```

Calculated values
Kohn-Sham gap = 6.22 eV
HOMO energy = -0.4831 Ha
E_tot = -836.2026 Ha
relative energy (zero: lowest compared OMol25 entry of this formula, charge and spin) = 0.0 kcal per mole

Formula: C8H75O33P
Source: OMol25
Level of theory: the ωB97M-V functional and the def2-TZVPD basis

```
! RIJCOSX wB97M-V def2-TZVPD def2/J DEFGRID3
* xyz 0 1
C 2.023 -2.836 1.138
C 2.518 -3.024 -0.337
O 3.475 -2.002 -0.621
C 3.058 -1.137 -1.684
C 1.718 -0.439 -1.451
O 1.767 0.459 -0.351
C 0.558 0.502 0.382
C -0.667 0.985 -0.431
O -1.849 0.568 0.282
C -2.713 -0.264 -0.485
P -1.999 -1.970 -0.859
C -2.067 -3.037 0.695
O -1.676 -2.310 1.841
O -2.803 -1.497 2.150
H 2.351 -3.668 1.766
H 0.925 -2.779 1.111
H 2.436 -1.906 1.552
H 3.050 -3.992 -0.343
H 1.686 -3.059 -1.050
H 3.821 -0.340 -1.745
H 3.106 -1.677 -2.642
H 1.515 0.159 -2.364
H 0.885 -1.159 -1.389
H 0.722 1.238 1.188
H 0.300 -0.444 0.890
H -0.706 2.087 -0.405
H -0.695 0.621 -1.465
H -2.869 0.234 -1.462
H -3.707 -0.354 -0.028
H -2.894 -2.581 -1.761
H -3.064 -3.496 0.794
H -1.351 -3.865 0.583
H -2.417 -0.641 2.390
O -5.023 0.889 1.853
H -4.629 0.052 2.121
H -4.711 1.513 2.515
O -4.719 -2.766 -2.910
H -5.525 -3.143 -2.535
H -4.642 -3.168 -3.782
O -0.957 -0.916 5.145
H -1.434 -1.276 4.388
H -0.134 -1.417 5.161
O 0.498 3.988 -2.008
H 0.818 3.223 -1.520
H 0.975 4.718 -1.597
O -5.953 -2.804 -0.334
H -5.588 -2.757 0.556
H -6.229 -1.898 -0.519
O 1.702 4.020 0.520
H 0.887 4.039 1.044
H 2.206 3.290 0.894
O 5.726 -0.098 0.465
H 4.799 -0.361 0.413
H 6.163 -0.667 -0.187
O 1.495 -0.971 6.567
H 1.652 -0.746 7.489
H 1.279 -0.129 6.152
O -7.648 -3.383 -2.793
H -7.532 -4.040 -2.096
H -8.529 -3.550 -3.139
O 3.723 -3.733 -3.659
H 4.152 -4.171 -4.407
H 4.040 -4.220 -2.890
O 3.736 -5.228 -6.380
H 4.338 -5.096 -7.124
H 2.865 -5.215 -6.785
O 2.022 -3.874 5.800
H 2.979 -3.856 5.706
H 1.810 -3.019 6.194
O -7.490 -0.308 0.941
H -7.069 0.483 1.305
H -8.402 -0.042 0.776
O -0.004 3.607 2.814
H 0.226 3.982 3.673
H -0.661 2.932 3.014
O -1.646 -4.487 -3.215
H -1.152 -3.758 -2.820
H -2.567 -4.218 -3.125
O 7.690 2.106 -0.591
H 7.910 2.492 0.263
H 7.086 1.386 -0.373
O -0.279 6.594 4.367
H 0.349 6.695 3.638
H -1.139 6.676 3.945
O -3.534 0.215 4.196
H -3.381 -0.426 4.899
H -3.056 1.000 4.500
O 6.137 -2.253 -1.908
H 5.207 -2.512 -1.955
H 6.576 -2.814 -2.553
O 1.784 7.846 2.305
H 2.218 8.684 2.492
H 2.155 7.569 1.461
O -4.504 1.315 -2.654
H -4.053 2.162 -2.569
H -4.214 0.976 -3.508
O 8.402 -0.102 1.918
H 9.007 0.036 1.182
H 7.526 -0.092 1.511
O 9.398 4.394 -2.130
H 8.618 3.892 -1.859
H 9.581 4.080 -3.019
O 4.110 -3.946 -8.800
H 4.480 -3.073 -8.630
H 4.488 -4.203 -9.648
O 0.413 6.278 -3.893
H 0.539 5.528 -3.296
H -0.436 6.104 -4.308
O -3.390 2.966 5.551
H -2.960 3.745 5.916
H -4.300 3.243 5.405
O -9.411 0.940 -1.109
H -8.686 0.831 -1.733
H -10.203 0.936 -1.654
O -3.547 3.709 2.073
H -3.581 4.345 1.353
H -3.285 2.884 1.644
*
```

Calculated values
Kohn-Sham gap = 8.33 eV
HOMO energy = -0.3091 Ha
E_tot = -3173.8745 Ha

Formula: C8H7ClF2
Source: OMol25
Level of theory: the ωB97M-V functional and the def2-TZVPD basis

```
! RIJCOSX wB97M-V def2-TZVPD def2/J DEFGRID3
* xyz 0 1
C 2.648 0.223 0.595
C 1.498 -0.271 0.256
Cl 1.420 -1.948 -0.219
C 0.114 0.331 0.252
F 0.284 1.735 0.513
C -0.636 -0.156 1.445
C -1.887 -0.600 1.332
C -2.554 -0.571 0.084
F -3.928 -0.993 0.093
C -1.978 -0.230 -1.111
C -0.576 0.146 -1.103
H 3.616 -0.335 0.750
H 2.590 1.189 1.101
H -0.239 -0.221 2.364
H -2.489 -1.045 2.180
H -2.436 -0.241 -2.169
H -0.058 -0.576 -1.613
H -0.624 1.025 -1.798
*
```

Calculated values
Kohn-Sham gap = 9.13 eV
HOMO energy = -0.3272 Ha
E_tot = -968.8755 Ha
SMILES = C=C(Cl)[C@]1(F)C=CC(F)=CC1
relative energy (zero: lowest compared OMol25 entry of this formula, charge and spin) = 19.2 kcal per mole

Formula: C8H7ClP
Source: OMol25
Level of theory: the ωB97M-V functional and the def2-TZVPD basis

```
! RIJCOSX wB97M-V def2-TZVPD def2/J DEFGRID3
* xyz 1 1
C -1.208 -1.945 0.434
C 0.117 -1.692 0.719
C -1.908 -1.264 -0.580
C 0.775 -0.665 0.084
C -1.229 -0.304 -1.236
C 0.152 0.000 -0.979
C 1.144 2.135 0.907
C 1.646 2.051 -0.302
P 0.737 1.436 -1.845
Cl -0.628 2.264 1.281
H -1.777 -2.704 0.915
H 0.667 -2.182 1.602
H -2.998 -1.238 -0.666
H 1.887 -0.442 0.285
H -1.682 0.249 -2.071
H 1.570 2.232 1.898
H 2.734 2.068 -0.446
*
```

Calculated values
Kohn-Sham gap = 6.91 eV
HOMO energy = -0.5173 Ha
E_tot = -1110.2168 Ha
relative energy (zero: lowest compared OMol25 entry of this formula, charge and spin) = 23.4 kcal per mole

Formula: C8H7EuN2O5
Source: OMol25
Level of theory: the ωB97M-V functional and the def2-TZVPD basis

```
! RIJCOSX wB97M-V def2-TZVPD def2/J DEFGRID3
* xyz 2 7
O -0.403 -4.454 -3.086
C -0.928 -3.447 -2.939
Eu -1.059 1.350 -1.663
O 1.803 -1.404 -1.467
C 0.896 -0.695 -1.353
C 1.347 1.991 -2.260
O 2.439 2.262 -2.493
C -0.446 0.676 -4.393
O 0.157 1.499 -5.074
C 0.319 -0.409 -3.668
O 0.764 -1.452 -4.018
H -1.577 0.631 -4.168
C 0.640 1.201 3.685
N -0.282 0.268 3.008
C -1.067 -0.681 3.832
C -0.587 0.455 1.761
N -0.855 0.641 0.625
H 0.596 0.989 4.755
H 0.357 2.250 3.518
H 1.660 1.056 3.304
H -2.144 -0.502 3.720
H -0.853 -1.705 3.502
H -0.776 -0.521 4.873
*
```

Calculated values
Kohn-Sham gap (spin up / spin down) = 7.71 / 6.57 eV
HOMO energy (spin up / spin down) = -0.5968 / -0.5840 Ha
E_tot = -1504.2664 Ha
relative energy (zero: lowest compared OMol25 entry of this formula, charge and spin) = 0.0 kcal per mole

Formula: C8H7F5
Source: OMol25
Level of theory: the ωB97M-V functional and the def2-TZVPD basis

```
! RIJCOSX wB97M-V def2-TZVPD def2/J DEFGRID3
* xyz 0 1
C 1.861 -2.046 0.581
C 1.322 -0.925 0.961
C 0.476 -0.159 -0.050
C -0.906 0.046 0.507
F -1.213 1.031 1.373
C -1.873 -0.860 0.285
F -3.195 -0.909 0.586
F -1.577 -1.932 -0.443
H 2.507 -2.498 1.297
H 1.717 -2.403 -0.346
H 1.482 -0.525 2.010
H 0.718 0.940 -0.321
H 0.271 -0.535 -1.009
C -2.950 2.198 -1.075
C -2.631 1.327 -1.952
C -2.222 0.484 -2.854
F -0.974 -0.046 -3.024
F -2.985 -0.125 -3.742
H -2.958 3.359 -1.174
H -3.349 1.923 -0.204
*
```

Calculated values
Kohn-Sham gap = 10.06 eV
HOMO energy = -0.3396 Ha
E_tot = -808.1821 Ha
SMILES = C=CCC(F)=C(F)F.C=C=C(F)F
relative energy (zero: lowest compared OMol25 entry of this formula, charge and spin) = 76.1 kcal per mole